Below is C51H42N2OP2PdSSi as an isolated structure in a non-equilibrium geometry, with properties calculated with ωB97M-V/def2-TZVPD.

Last column: Löwdin charge in e.
Atoms and positions in Å:
Pd 0.408 0.050 -0.016  0.630
C -3.170 0.396 -1.368  -0.181
Si -1.795 0.994 -0.170  0.610
C -1.556 2.830 -0.702  -0.309
C -2.667 3.556 -1.132  -0.101
C -2.543 4.878 -1.530  -0.062
C -1.295 5.483 -1.544  -0.063
C -0.177 4.773 -1.138  -0.065
C -0.310 3.453 -0.706  -0.379
P 1.150 2.484 -0.196  1.102
C 2.268 3.829 0.323  -0.360
C 1.912 4.440 1.527  -0.105
C 2.675 5.471 2.042  -0.065
C 3.800 5.907 1.356  -0.064
C 4.142 5.322 0.146  -0.062
C 3.386 4.280 -0.371  -0.076
C 1.751 1.861 -1.816  -0.356
C 0.809 1.583 -2.813  -0.094
C 1.216 1.058 -4.031  -0.067
C 2.556 0.796 -4.265  -0.068
C 3.489 1.031 -3.265  -0.057
C 3.093 1.548 -2.044  -0.115
C -2.384 1.247 1.640  -0.300
C -3.537 1.978 1.923  -0.098
C -4.034 2.063 3.216  -0.068
C -3.351 1.450 4.255  -0.064
C -2.176 0.760 3.997  -0.075
C -1.700 0.642 2.695  -0.369
P -0.164 -0.289 2.349  1.104
C 1.060 0.632 3.338  -0.349
C 2.241 -0.017 3.705  -0.116
C 3.219 0.655 4.416  -0.068
C 3.036 1.986 4.762  -0.063
C 1.868 2.640 4.398  -0.081
C 0.884 1.968 3.688  -0.097
C -0.231 -1.856 3.273  -0.313
C -0.382 -3.056 2.584  -0.090
C -0.520 -4.249 3.277  -0.065
C -0.493 -4.252 4.663  -0.068
C -0.267 -3.068 5.352  -0.061
C -0.121 -1.875 4.664  -0.089
H -4.156 0.684 -0.999  0.030
H -3.171 -0.681 -1.518  0.013
H -3.024 0.872 -2.337  0.031
H -3.640 3.081 -1.169  0.093
H -3.420 5.435 -1.832  0.109
H -1.192 6.504 -1.885  0.109
H 0.794 5.249 -1.170  0.108
H 1.015 4.115 2.040  0.093
H 2.398 5.940 2.977  0.109
H 4.409 6.706 1.757  0.110
H 5.003 5.678 -0.402  0.111
H 3.648 3.858 -1.330  0.097
H -0.234 1.825 -2.654  0.087
H 0.482 0.865 -4.803  0.109
H 2.870 0.404 -5.222  0.109
H 4.534 0.817 -3.440  0.112
H 3.831 1.694 -1.268  0.094
H -4.061 2.478 1.117  0.098
H -4.950 2.604 3.414  0.109
H -3.724 1.518 5.268  0.109
H -1.633 0.317 4.820  0.098
H 2.385 -1.057 3.436  0.112
H 4.127 0.140 4.701  0.113
H 3.802 2.517 5.312  0.109
H 1.727 3.679 4.667  0.106
H -0.034 2.476 3.418  0.104
H -0.374 -3.041 1.503  0.073
H -0.648 -5.174 2.730  0.107
H -0.624 -5.178 5.207  0.109
H -0.200 -3.069 6.432  0.111
H 0.103 -0.968 5.208  0.105
S 4.310 -2.112 0.981  1.033
C 4.558 -0.443 1.336  -0.397
C 3.482 0.330 0.983  -0.270
C 2.441 -0.393 0.385  -0.294
C 2.743 -1.756 0.300  -0.522
C 1.877 -2.706 -0.298  -0.298
C 2.131 -4.092 -0.336  -0.020
C 1.264 -4.929 -0.993  -0.051
C 0.157 -4.379 -1.643  -0.069
C -0.050 -3.015 -1.536  -0.161
N 0.745 -2.195 -0.865  0.067
H 5.475 -0.127 1.806  0.070
H 3.452 1.390 1.203  0.089
H 3.017 -4.462 0.162  0.101
H 1.438 -5.995 -1.028  0.115
H -0.533 -4.997 -2.199  0.106
H -0.908 -2.555 -2.015  0.115
O -1.869 -1.388 0.773  -0.310
N -2.982 -2.095 0.733  -0.150
C -4.153 -1.551 1.132  0.005
C -5.341 -2.231 1.009  -0.019
C -5.352 -3.517 0.487  -0.041
C -4.138 -4.071 0.106  -0.026
C -2.974 -3.352 0.240  -0.006
H -4.087 -0.554 1.537  0.120
H -6.260 -1.748 1.309  0.121
H -6.274 -4.072 0.399  0.116
H -4.096 -5.068 -0.306  0.118
H -2.008 -3.736 -0.045  0.107

## Properties
highest occupied orbital energy (spin up / spin down): -9.791 / -9.798 eV
lowest unoccupied orbital energy (spin up / spin down): -2.99 / -3.99 eV
total charge: +1
⟨S²⟩: 0.76
multiplicity: 2
DFT total energy: -99360.527 eV
energy relative to the best compared isomer or geometry (same formula, charge and spin): 139.2 kJ/mol



Below is the molecule CH3OP in a non-equilibrium geometry, with properties calculated with ωB97M-V/def2-TZVPD.

Last column: Löwdin charge in e.
Atoms and positions in Å:
C 0.414 0.127 0.316  -0.509
O -0.492 1.046 -0.205  -0.353
P -1.249 -0.514 0.010  0.774
H 1.369 -0.087 -0.388  0.116
H 0.709 0.284 1.436  0.092
H -0.750 -0.855 -1.169  -0.120

## Properties
highest occupied orbital energy (spin up / spin down): -5.664 / -10.606 eV
lowest unoccupied orbital energy (spin up / spin down): 0.88 / -3.53 eV
total charge: 0
⟨S²⟩: 2.01
multiplicity: 3
DFT total energy: -12415.300 eV
energy relative to the best compared isomer or geometry (same formula, charge and spin): 275.3 kJ/mol